Entry 1:
Below is a molecular structure, C12H17BN6OPb in a non-equilibrium geometry, with properties calculated with wB97M-V/def2-TZVPD.

HOMO energy (alpha / beta) in eV: -15.009 / -15.009
Total charge: +2
Lowest unoccupied orbital energy (alpha / beta) in eV: -10.60 / -10.60

Positions of all 38 atoms, in Å:
H (0.78, -2.89, 2.09)
N (-0.41, -1.39, 1.16)
B (-2.31, 0.20, 0.51)
N (-1.71, -0.95, 1.38)
C (-2.27, -1.68, 2.37)
Pb (1.08, -0.55, -0.67)
H (-3.28, -1.48, 2.67)
C (-1.33, -2.61, 2.81)
H (-1.45, -3.34, 3.58)
C (-0.17, -2.39, 2.04)
H (-3.43, 0.45, 0.85)
C (3.11, -0.22, -2.47)
H (4.19, -0.40, -2.61)
H (2.99, 0.78, -2.05)
H (2.58, -0.31, -3.42)
N (-2.27, -0.29, -0.97)
N (-1.40, 1.47, 0.62)
N (-1.06, -0.62, -1.58)
N (-0.04, 1.40, 0.34)
C (-3.28, -0.50, -1.83)
C (-1.72, 2.74, 0.95)
H (-4.30, -0.31, -1.53)
H (-2.75, 2.99, 1.19)
C (-2.75, -0.98, -3.03)
C (-0.57, 3.51, 0.89)
C (-1.37, -1.04, -2.84)
C (0.47, 2.64, 0.52)
H (-3.31, -1.25, -3.91)
H (-0.48, 4.56, 1.09)
H (-0.61, -1.37, -3.54)
H (1.52, 2.85, 0.38)
H (2.77, -1.06, -1.76)
C (4.07, 0.66, 0.92)
C (2.98, -0.31, 1.20)
O (2.73, -1.01, 2.13)
H (3.71, 1.38, 0.17)
H (4.94, 0.12, 0.51)
H (4.35, 1.21, 1.83)

***

Entry 2:
Below is 6 unconnected molecules or ions with the total composition C2H16O5 in a non-equilibrium geometry, with properties calculated with wB97M-V/def2-TZVPD.

HOMO energy in eV: -10.667
Total charge: 0
Energy above the lowest of the compared OMol25 structures with the same formula, charge and spin in eV: 0.2907
Lowest unoccupied orbital energy in eV: 0.33
Structure (SMILES): CC.O.O.O.O.O

Positions of all 23 atoms, in Å:
C (0.30, -0.35, -1.63)
C (-0.31, 0.95, -1.03)
H (0.79, -0.96, -0.87)
H (1.00, -0.18, -2.45)
H (-0.52, -0.90, -2.08)
H (-0.28, 0.94, 0.06)
H (0.34, 1.77, -1.34)
H (-1.35, 1.07, -1.29)
O (2.88, 1.35, -1.26)
H (3.77, 1.38, -1.61)
H (2.38, 1.55, -2.04)
O (-3.49, 0.11, -0.91)
H (-4.39, 0.34, -1.12)
H (-3.58, -0.65, -0.29)
O (2.66, 0.11, 1.36)
H (3.28, -0.28, 0.71)
H (2.26, 0.77, 0.78)
O (-2.44, -0.45, 1.80)
H (-1.58, -0.91, 1.80)
H (-2.25, 0.29, 1.22)
O (0.11, -1.59, 1.57)
H (0.21, -2.27, 0.93)
H (0.97, -1.30, 1.91)

***

Entry 3:
Below is 9 unconnected molecules or ions with the total composition C41H96N4O9 in a non-equilibrium geometry, with properties calculated with wB97M-V/def2-TZVPD.

HOMO energy in eV: -8.002
Total charge: 0
Energy above the lowest of the compared OMol25 structures with the same formula, charge and spin in eV: 1.0560
Lowest unoccupied orbital energy in eV: 0.49
Structure (SMILES): CC1(C)CCCC(C)(C)N1O.CC1(C)CCCC(C)(C)N1O.CC1(C)CCCC(C)(C)N1O.CC1(C)CCCC(C)(C)N1O.CO.CO.CO.CO.CO

Positions of all 150 atoms, in Å:
C (9.04, 12.21, 19.06)
C (9.50, 13.13, 17.91)
C (8.26, 13.72, 17.13)
C (10.13, 14.41, 18.48)
C (11.57, 14.22, 18.95)
C (12.42, 13.52, 17.90)
C (11.83, 12.18, 17.42)
C (12.66, 11.90, 16.14)
C (12.11, 11.07, 18.46)
N (10.40, 12.42, 17.02)
O (9.84, 11.56, 16.09)
H (8.27, 12.76, 19.61)
H (8.64, 11.25, 18.76)
H (9.86, 12.04, 19.77)
H (7.63, 12.87, 16.86)
H (7.64, 14.42, 17.70)
H (8.61, 14.15, 16.20)
H (10.07, 15.33, 17.89)
H (9.54, 14.57, 19.38)
H (11.92, 15.20, 19.29)
H (11.59, 13.60, 19.84)
H (13.41, 13.30, 18.30)
H (12.50, 14.18, 17.03)
H (12.39, 10.91, 15.76)
H (13.73, 11.82, 16.34)
H (12.56, 12.71, 15.41)
H (13.10, 10.62, 18.32)
H (11.33, 10.31, 18.41)
H (12.01, 11.37, 19.50)
H (9.98, 12.03, 15.26)
C (19.59, 10.28, 9.06)
C (18.89, 9.97, 10.45)
C (17.94, 8.77, 10.26)
C (20.15, 9.60, 11.26)
C (19.91, 9.56, 12.76)
C (19.43, 10.89, 13.24)
C (18.14, 11.37, 12.48)
C (16.92, 10.65, 13.06)
C (18.01, 12.87, 12.75)
N (18.32, 11.19, 11.02)
O (17.27, 11.64, 10.26)
H (20.39, 11.02, 9.00)
H (19.97, 9.38, 8.58)
H (18.75, 10.62, 8.45)
H (18.46, 8.08, 9.59)
H (17.71, 8.30, 11.21)
H (17.05, 9.07, 9.71)
H (20.56, 8.59, 11.15)
H (20.82, 10.44, 11.09)
H (19.40, 8.67, 13.13)
H (20.89, 9.37, 13.20)
H (20.23, 11.63, 13.15)
H (19.23, 10.84, 14.31)
H (16.88, 9.58, 12.83)
H (15.95, 11.03, 12.74)
H (16.94, 10.46, 14.14)
H (18.03, 13.16, 13.81)
H (17.10, 13.21, 12.26)
H (18.87, 13.39, 12.33)
H (16.58, 11.05, 10.56)
C (20.86, 18.24, 19.29)
C (20.47, 16.97, 18.59)
C (20.17, 17.41, 17.09)
C (21.66, 15.99, 18.53)
C (22.05, 15.25, 19.78)
C (20.79, 14.54, 20.27)
C (19.64, 15.53, 20.55)
C (18.53, 14.55, 20.82)
C (19.88, 16.33, 21.86)
N (19.39, 16.25, 19.23)
O (18.15, 17.00, 19.28)
H (21.33, 18.10, 20.26)
H (21.67, 18.72, 18.73)
H (20.04, 18.91, 19.53)
H (19.12, 17.67, 16.90)
H (20.62, 18.36, 16.83)
H (20.36, 16.65, 16.33)
H (21.43, 15.17, 17.84)
H (22.55, 16.49, 18.14)
H (22.89, 14.60, 19.58)
H (22.30, 15.92, 20.60)
H (21.04, 14.09, 21.23)
H (20.55, 13.69, 19.63)
H (17.52, 14.96, 20.86)
H (18.68, 14.01, 21.75)
H (18.45, 13.80, 20.04)
H (20.88, 16.76, 21.87)
H (19.90, 15.72, 22.76)
H (19.12, 17.10, 21.98)
H (17.69, 16.60, 18.54)
C (17.94, 8.74, 23.33)
C (16.46, 8.42, 22.93)
C (16.42, 6.94, 22.51)
C (15.49, 8.54, 24.11)
C (15.28, 10.00, 24.58)
C (14.71, 10.78, 23.33)
C (15.52, 10.65, 22.01)
C (14.58, 11.20, 20.88)
C (16.76, 11.59, 22.01)
N (15.88, 9.27, 21.86)
O (16.47, 9.00, 20.64)
H (18.18, 9.53, 24.04)
H (18.39, 7.87, 23.79)
H (18.50, 8.90, 22.41)
H (15.52, 6.66, 21.96)
H (17.27, 6.91, 21.82)
H (16.47, 6.30, 23.39)
H (14.52, 8.13, 23.85)
H (15.86, 7.90, 24.91)
H (14.52, 10.01, 25.36)
H (16.19, 10.49, 24.91)
H (14.72, 11.83, 23.63)
H (13.70, 10.45, 23.09)
H (13.73, 10.55, 20.69)
H (15.09, 11.27, 19.92)
H (14.01, 12.12, 21.02)
H (17.27, 11.44, 22.95)
H (16.52, 12.66, 22.03)
H (17.45, 11.35, 21.20)
H (15.75, 8.73, 20.07)
C (15.63, 15.19, 17.34)
O (15.82, 16.54, 17.64)
H (16.61, 14.84, 17.03)
H (15.32, 14.49, 18.12)
H (15.05, 15.11, 16.42)
H (14.94, 16.75, 17.96)
C (19.98, 10.57, 20.32)
O (18.88, 10.19, 19.46)
H (20.80, 10.92, 19.68)
H (19.73, 11.31, 21.08)
H (20.46, 9.74, 20.84)
H (18.21, 9.76, 19.99)
C (14.34, 8.07, 16.66)
O (14.85, 8.82, 17.76)
H (14.45, 8.50, 15.66)
H (14.79, 7.08, 16.60)
H (13.29, 7.81, 16.81)
H (15.54, 9.42, 17.48)
C (20.43, 12.80, 16.37)
O (19.64, 13.84, 15.77)
H (20.70, 11.98, 15.70)
H (21.36, 13.25, 16.74)
H (20.02, 12.42, 17.30)
H (19.43, 14.51, 16.43)
C (16.84, 12.01, 17.37)
O (17.12, 10.67, 17.42)
H (16.04, 12.39, 18.00)
H (17.71, 12.66, 17.51)
H (16.62, 12.18, 16.32)
H (17.75, 10.52, 18.13)

***

Entry 4:
Below is 2 unconnected molecules or ions with the total composition C4H3NO3 in a non-equilibrium geometry, with properties calculated with wB97M-V/def2-TZVPD.

HOMO energy in eV: -10.346
Total charge: 0
Energy above the lowest of the compared OMol25 structures with the same formula, charge and spin in eV: 2.0735
Lowest unoccupied orbital energy in eV: 0.42
Structure (SMILES): C=COC#N.O=C=O

Positions of all 11 atoms, in Å:
C (1.61, -0.08, -0.03)
C (0.75, 0.84, -0.41)
O (-0.18, 0.61, -1.37)
C (-0.37, -0.40, -2.07)
N (-0.49, -1.37, -2.61)
H (2.24, 0.16, 0.77)
H (1.61, -1.00, -0.55)
H (0.65, 1.83, 0.10)
O (-2.04, 0.93, 2.22)
C (-1.94, -0.21, 2.07)
O (-1.85, -1.31, 1.89)

***

- Among the records above, which one has the highest total charge?
  C12H17BN6OPb